1.
C3H3NO3 | ωB97M-V/def2-TZVPD

The strongest force on any atom comes out at 6.8 eV Å⁻¹. For the HOMO-LUMO gap, the calculation gives 0.352 Eh. The total energy is -396.4541 hartree. The calculation puts the energy above the lowest of the compared OMol25 structures with the same formula, charge and spin at 447.08 kJ/mol.

```
! RIJCOSX wB97M-V def2-TZVPD def2/J DEFGRID3
* xyz 0 1
O 2.17142 -0.35090 0.07753
H 0.62770 1.61913 -0.89286
O -1.18470 1.11481 0.02023
C -1.54606 -0.13587 -0.01854
H 2.33630 0.22377 1.19048
C 0.72135 -0.20533 -0.15724
O -2.64457 -0.38012 0.14835
N 0.33253 1.15754 -0.05097
H -0.44104 -2.05020 -0.01814
C -0.37293 -0.99284 -0.29883
*
```



2.
C28H24N7S4SbTi | ωB97M-V/def2-TZVPD

The strongest force on any atom comes out at 0.8 eV Å⁻¹. For the HOMO-LUMO gap, the calculation gives 0.241 Eh. The total energy is -4147.2457 hartree. The calculation puts the energy above the lowest of the compared OMol25 structures with the same formula, charge and spin at 0.00 kJ/mol.

```
! RIJCOSX wB97M-V def2-TZVPD def2/J DEFGRID3
* xyz 0 1
H -1.44928 3.08357 -0.56481
C -1.70219 2.63210 -2.64906
H 3.74942 2.52628 0.36285
C 1.71056 -0.13890 3.17974
C -1.19573 -5.13806 -3.04470
H 2.62331 0.46944 3.13241
C 3.00613 1.73142 0.48363
Sb -3.97865 0.13293 0.69607
N 1.81373 -2.51793 3.87243
C -0.25803 5.01193 1.54711
S 0.45742 1.01461 3.97686
C -0.44952 -2.33845 -2.23276
H -2.05838 -4.48571 -3.06881
C -1.57396 5.43908 1.66635
S -3.56168 2.03089 -0.79965
H 3.18456 1.19738 1.41169
H 1.50667 2.39267 -1.62437
C -1.22961 -6.36244 -3.69381
S -3.39056 -1.75971 -0.33222
C 1.34495 -2.85043 2.58916
N -0.22340 -7.23219 -3.68959
C 0.99966 -5.69663 -2.31606
H 2.16537 4.11789 1.45945
H 2.33668 3.78314 -0.86445
C -0.42062 -1.14824 -1.52726
C -0.93858 0.16209 -1.95920
H 2.35287 -1.01299 5.10662
H -1.41926 -0.28373 -3.98414
C -0.89196 2.78920 2.25592
N 1.64828 2.31476 0.48374
H -1.83545 6.46224 1.43248
C 0.09366 3.69836 1.82856
S -1.69289 0.06425 2.12012
C 1.51664 3.25120 1.63725
H 1.15839 -3.89667 2.40588
C -0.51208 1.36172 2.52022
H -0.87515 -2.37540 -3.22426
N -1.56242 1.78840 -3.59324
C 0.03297 -3.49035 -1.62635
H 0.50889 5.70387 1.21987
H -1.82056 3.68169 -2.90582
C 1.97993 -1.28574 4.12067
C 1.12951 -1.90899 1.65479
H 1.91898 -5.47434 -1.79089
N -0.88508 1.12604 -0.95444
C -1.35116 0.46119 -3.20596
H 0.94529 -4.31991 0.14372
H 1.68016 -7.60537 -3.01314
N 1.29518 -0.54654 1.86126
C -2.54715 4.54310 2.07745
Ti 0.10665 0.65777 0.69518
C 0.57513 -3.42862 -0.34204
C 0.60639 -2.21203 0.30873
C 0.86520 -6.89041 -3.00708
C 1.50428 3.07601 -0.77786
H 3.09829 1.03019 -0.34705
H 0.56853 3.62644 -0.77312
H -3.57765 4.85903 2.16471
C -2.20610 3.23260 2.37031
C -1.75120 2.24764 -1.19786
H -2.96876 2.53201 2.68617
N 0.13403 -1.11535 -0.30572
H -2.11731 -6.65677 -4.24180
C -0.05192 -4.78843 -2.33740
H 1.87857 2.72721 2.52350
*
```